[1]
Density functional theory data (ωB97M-V/def2-TZVPD) for a 2-piece molecular cluster, C4H10O2 overall in a non-equilibrium geometry.

Properties
max |F|: 1.273 eV Å⁻¹
E_LUMO (spin up / spin down): 0.37 / -0.05 eV

Each line ends with the natural charge from an NBO analysis.
Atoms and positions in Å:
C -2.15 -0.48 0.00  -0.698
C -1.44 0.55 0.70  -0.281
C 0.64 -0.60 -0.25  -0.147
O 0.01 -0.69 -1.49  -0.597
C 1.60 0.49 0.21  -0.113
O 2.75 0.47 -0.63  -0.731
H -3.16 -0.22 -0.34  0.232
H -1.51 -0.59 -1.00  0.294
H -2.14 -1.45 0.51  0.213
H -1.60 1.55 0.30  0.179
H -1.12 0.50 1.73  0.186
H 0.50 -1.46 0.41  0.192
H 1.27 -1.04 -1.18  0.445
H 1.89 0.24 1.25  0.175
H 1.14 1.48 0.21  0.179
H 3.30 1.24 -0.42  0.472

=====

[2]
Density functional theory data (ωB97M-V/def2-TZVPD) for a 6-piece molecular cluster, H13O6 overall in a non-equilibrium geometry.

Properties
max |F|: 1.517 eV Å⁻¹
spin multiplicity: 2
E_LUMO (spin up / spin down): 0.46 / 0.46 eV

Each line ends with the natural charge from an NBO analysis.
Atoms and positions in Å:
O -4.11 -0.70 -0.43  -0.942
H -3.56 -1.04 -1.16  0.458
H -4.96 -0.84 -0.88  0.459
O 1.18 0.68 4.35  -0.976
H 1.38 1.50 4.81  0.473
H 0.75 0.07 4.95  0.484
O 1.33 0.69 1.34  -1.060
H 2.16 0.59 0.81  0.413
H 1.51 1.12 2.19  0.501
O -0.07 -0.04 -2.01  -1.108
H 0.28 -0.96 -2.01  0.492
H 0.14 0.31 -2.89  0.464
O 1.65 -2.05 -2.64  -1.049
H 1.20 -2.59 -3.33  0.455
H 1.78 -2.77 -1.99  0.449
O -0.05 1.79 -0.36  -0.983
H -0.01 0.97 -1.06  0.494
H -1.01 1.93 -0.21  0.480
H 0.39 1.35 0.53  0.497

=====

[3]
Density functional theory data (ωB97M-V/def2-TZVPD) for C17H19ClO2S4TeY as an isolated structure.

Properties
max |F|: 0.164 eV Å⁻¹
charge: -1
E_LUMO: 2.41 eV

Each line ends with the natural charge from an NBO analysis.
Atoms and positions in Å:
Y 2.10 -1.11 0.04  1.580
C -3.09 1.34 2.02  -0.593
C -1.83 0.49 1.78  -0.249
C -0.86 0.61 2.96  -0.588
C -1.15 0.85 0.48  -0.037
C -0.71 2.14 0.21  -0.131
C -0.06 2.44 -0.98  -0.232
C 0.19 1.46 -1.94  0.010
C 0.95 1.77 -3.19  -0.639
C -0.25 0.17 -1.66  -0.300
C -0.92 -0.13 -0.48  -0.187
H -3.59 1.02 2.93  0.205
H -3.79 1.24 1.19  0.208
H -2.83 2.39 2.13  0.196
H -2.13 -0.56 1.70  0.213
H -0.48 1.63 3.05  0.203
H 0.00 -0.05 2.83  0.230
H -1.36 0.35 3.89  0.201
H -0.86 2.93 0.94  0.205
H 0.27 3.46 -1.16  0.208
H 2.02 1.64 -3.02  0.246
H 0.79 2.80 -3.51  0.210
H 0.66 1.11 -4.01  0.213
H -0.12 -0.62 -2.41  0.228
H -1.30 -1.13 -0.32  0.240
S 6.08 -3.51 0.61  -0.129
C 4.70 -2.64 0.39  -0.486
S 4.07 -2.33 -1.21  -0.330
S 3.84 -1.94 1.77  -0.313
Cl 2.32 3.91 1.59  -0.060
C 3.37 2.82 0.65  -0.468
C 2.72 1.49 0.34  0.767
O 2.97 0.97 -0.77  -0.747
O 2.01 0.92 1.21  -0.754
H 4.27 2.63 1.24  0.245
H 3.64 3.32 -0.28  0.231
Te 0.37 -3.49 0.89  -0.175
C -1.29 -3.56 -0.41  -0.474
C -2.62 -3.50 -0.09  -0.331
C -3.48 -3.52 -1.23  -0.260
C -2.79 -3.60 -2.40  -0.455
S -1.10 -3.69 -2.11  0.438
H -2.98 -3.43 0.93  0.223
H -4.56 -3.47 -1.18  0.213
H -3.18 -3.62 -3.41  0.227

=====

[4]
Density functional theory data (ωB97M-V/def2-TZVPD) for one molecule with the formula C8H14N4 in a non-equilibrium geometry.

Properties
max |F|: 4.042 eV Å⁻¹
E_LUMO (spin up / spin down): 0.24 / 0.25 eV

Each line ends with the natural charge from an NBO analysis.
Atoms and positions in Å:
C 0.57 0.81 1.06  -0.098
C -0.14 0.20 2.26  0.102
C -1.15 0.79 2.92  -0.423
C 1.70 -0.31 0.97  -0.284
C -0.68 0.74 -1.05  0.348
C -1.76 1.68 -1.67  -0.655
C 0.52 -0.83 -2.76  -0.612
C -0.53 -0.65 -1.61  -0.504
N 0.32 -1.00 2.65  -0.301
N -0.22 1.24 0.01  -0.442
N 1.78 -2.57 1.67  -0.469
N 1.18 -1.42 1.76  0.148
H 1.17 1.74 1.41  0.208
H -1.46 1.73 2.43  0.200
H -1.69 0.50 3.82  0.217
H 1.75 -0.46 -0.09  0.228
H 2.61 0.13 1.38  0.235
H -2.74 1.67 -1.15  0.234
H -1.94 1.46 -2.72  0.200
H -1.35 2.72 -1.63  0.234
H 0.72 0.11 -3.30  0.213
H 0.37 -1.63 -3.53  0.226
H 1.52 -1.13 -2.29  0.207
H -0.47 -1.54 -0.87  0.231
H -1.50 -0.79 -2.05  0.225
H 1.40 -3.19 2.39  0.333

=====

[5]
Density functional theory data (ωB97M-V/def2-TZVPD) for a 3-piece molecular cluster, C2H11NO2S2 overall in a non-equilibrium geometry.

Properties
max |F|: 2.938 eV Å⁻¹
E_LUMO: 0.23 eV
structure (SMILES): NCCSS.O.O

Each line ends with the natural charge from an NBO analysis.
Atoms and positions in Å:
N -0.91 -2.21 -0.08  -0.882
C 0.32 -1.77 -0.70  -0.233
C 0.89 -0.47 -0.05  -0.588
S 0.45 -0.02 1.64  0.095
S -0.09 2.00 1.67  -0.119
H -1.78 -2.10 -0.56  0.388
H -0.85 -2.87 0.66  0.381
H 1.08 -2.50 -0.46  0.192
H 0.12 -1.68 -1.76  0.213
H 1.95 -0.28 -0.19  0.231
H 0.45 0.35 -0.65  0.188
H 0.95 2.31 0.87  0.132
O -2.16 0.07 -1.70  -0.929
H -2.92 -0.08 -1.12  0.467
H -1.48 0.15 -1.01  0.463
O 1.38 0.31 -3.26  -0.946
H 1.36 -0.52 -3.73  0.477
H 1.08 0.25 -2.35  0.469

=====

[6]
Density functional theory data (ωB97M-V/def2-TZVPD) for one molecule with the formula C3H7ClFN in a non-equilibrium geometry.

Properties
max |F|: 3.201 eV Å⁻¹
E_LUMO: 0.83 eV
structure (SMILES): NCC[C@@H](F)Cl

Each line ends with the natural charge from an NBO analysis.
Atoms and positions in Å:
N -0.30 -0.04 -2.02  -0.798
C -0.68 0.01 -0.65  -0.221
C 0.65 0.25 0.14  -0.467
C 0.50 -0.14 1.56  0.229
F 1.50 0.52 2.33  -0.368
Cl -0.99 0.54 2.27  -0.076
H 0.02 -0.95 -2.25  0.342
H -1.20 -0.10 -2.43  0.346
H -1.23 -0.85 -0.19  0.172
H -1.29 0.93 -0.52  0.207
H 0.96 1.28 0.25  0.235
H 1.52 -0.29 -0.26  0.219
H 0.53 -1.18 1.77  0.180

=====

[7]
Density functional theory data (ωB97M-V/def2-TZVPD) for C67H61Br2Cl2Ge2N2O7RuS4 as an isolated structure in a non-equilibrium geometry.

Properties
max |F|: 1.704 eV Å⁻¹
spin multiplicity: 6
charge: -2
E_LUMO (spin up / spin down): 3.64 / 3.64 eV

Each line ends with the Löwdin charge.
Atoms and positions in Å:
Ru 0.46 0.04 0.01  1.325
C 0.38 1.10 5.55  -0.038
C 1.27 -0.04 5.15  -0.259
C 0.80 -1.34 5.09  -0.027
C 1.58 -2.39 4.62  -0.232
C 0.97 -3.76 4.47  -0.026
C 2.89 -2.12 4.22  -0.210
C 3.40 -0.82 4.31  -0.259
C 4.78 -0.47 3.82  -0.035
C 2.58 0.20 4.77  -0.022
C 3.78 -3.26 3.84  -0.216
C 4.60 -3.69 4.88  -0.036
C 5.42 -4.80 4.74  -0.071
C 5.37 -5.51 3.56  -0.051
C 4.57 -5.10 2.49  -0.217
C 3.79 -3.93 2.59  -0.179
Ge 2.75 -3.23 1.03  0.017
S 2.04 -1.19 1.36  0.261
S 3.83 -3.23 -0.94  0.303
Ge 1.71 -3.60 -1.67  0.038
S 0.43 -1.92 -1.97  0.284
S 1.15 -4.63 0.31  0.281
C 1.73 -4.67 -3.36  -0.177
C 2.69 -4.43 -4.36  -0.213
C 2.61 -5.12 -5.57  -0.047
C 1.59 -6.03 -5.81  -0.077
C 0.63 -6.24 -4.84  -0.049
C 0.68 -5.56 -3.63  -0.214
C -0.41 -5.80 -2.63  -0.163
C -1.58 -5.04 -2.68  -0.207
C -1.80 -4.02 -3.76  -0.045
C -2.54 -5.22 -1.69  -0.014
C -2.37 -6.15 -0.67  -0.265
C -3.39 -6.28 0.43  -0.052
C -1.24 -6.95 -0.70  -0.038
C -0.26 -6.80 -1.66  -0.258
C 0.97 -7.66 -1.63  -0.042
C 3.81 -3.45 -4.23  -0.174
C 3.62 -2.10 -4.51  -0.200
C 2.31 -1.54 -5.00  -0.041
C 4.69 -1.22 -4.35  -0.005
C 5.94 -1.66 -3.93  -0.274
C 7.07 -0.69 -3.71  -0.056
C 6.12 -3.02 -3.71  -0.036
C 5.07 -3.92 -3.85  -0.263
C 5.28 -5.37 -3.55  -0.040
C 4.58 -6.07 1.36  -0.145
C 5.64 -6.10 0.45  -0.221
C 6.69 -5.03 0.41  -0.038
C 5.72 -7.16 -0.45  -0.028
C 4.76 -8.16 -0.50  -0.273
C 4.82 -9.24 -1.54  -0.052
C 3.73 -8.12 0.43  -0.031
C 3.63 -7.10 1.37  -0.212
C 2.52 -7.13 2.38  -0.042
H -0.62 0.76 5.80  0.074
H 0.30 1.81 4.73  0.077
H 0.79 1.64 6.41  0.074
H -0.23 -1.55 5.38  0.110
H 0.13 -3.88 5.15  0.077
H 1.70 -4.55 4.65  0.073
H 0.59 -3.90 3.45  0.067
H 5.25 -1.29 3.29  0.072
H 5.43 -0.18 4.65  0.079
H 4.72 0.38 3.14  0.084
H 2.95 1.21 4.76  0.126
H 4.58 -3.14 5.81  0.122
H 6.05 -5.13 5.56  0.098
H 5.96 -6.41 3.43  0.122
H 3.35 -4.93 -6.33  0.119
H 1.54 -6.55 -6.76  0.095
H -0.19 -6.93 -5.02  0.118
H -1.54 -4.41 -4.75  0.075
H -1.18 -3.13 -3.58  0.013
H -2.85 -3.70 -3.78  0.077
H -3.42 -4.59 -1.70  0.106
H -4.16 -5.52 0.35  0.051
H -2.91 -6.17 1.40  0.083
H -3.87 -7.26 0.40  0.075
H -1.10 -7.70 0.08  0.117
H 0.81 -8.54 -1.01  0.075
H 1.81 -7.10 -1.21  0.057
H 1.26 -7.98 -2.63  0.078
H 1.66 -2.32 -5.40  0.077
H 2.49 -0.80 -5.78  0.079
H 1.78 -1.07 -4.18  0.022
H 4.53 -0.17 -4.54  0.118
H 6.78 0.32 -3.99  0.070
H 7.95 -0.97 -4.29  0.072
H 7.36 -0.68 -2.65  0.080
H 7.09 -3.39 -3.39  0.114
H 6.33 -5.57 -3.34  0.072
H 4.96 -6.01 -4.37  0.077
H 4.70 -5.66 -2.67  0.068
H 6.79 -4.51 1.36  0.075
H 6.41 -4.28 -0.34  0.046
H 7.66 -5.44 0.13  0.076
H 6.55 -7.19 -1.15  0.109
H 5.80 -9.29 -2.01  0.070
H 4.08 -9.06 -2.32  0.075
H 4.60 -10.22 -1.11  0.072
H 2.99 -8.91 0.43  0.111
H 2.02 -8.10 2.37  0.075
H 1.78 -6.36 2.16  0.020
H 2.89 -6.94 3.39  0.079
Cl -3.13 4.23 -5.26  0.588
C -2.57 3.10 -4.04  -0.680
C -3.50 2.55 -3.15  -0.141
C -3.09 1.65 -2.21  -0.567
Cl -4.23 0.97 -1.09  0.708
C -1.72 1.21 -2.09  -0.390
O -1.41 0.32 -1.26  -0.221
C -0.81 1.85 -2.99  -0.118
C 0.61 1.57 -2.95  -0.211
O 1.20 0.88 -2.13  -0.138
C -1.25 2.76 -3.96  -0.085
H -4.54 2.84 -3.20  0.098
H 1.20 2.03 -3.76  0.129
H -0.53 3.20 -4.64  0.107
Br -5.10 -3.31 2.70  0.704
C -3.49 -2.66 1.93  -0.673
C -3.36 -2.62 0.55  -0.116
C -2.17 -2.13 0.04  -0.157
N -1.17 -1.70 0.80  0.000
C -1.33 -1.72 2.12  -0.156
C -2.47 -2.21 2.74  -0.106
H -4.15 -2.95 -0.10  0.094
H -1.99 -2.11 -1.03  0.054
H -0.50 -1.35 2.71  0.075
H -2.56 -2.19 3.82  0.102
O 2.54 3.52 1.33  -0.011
N 2.00 2.44 1.17  -0.593
O 1.71 2.07 -0.02  -0.147
O 1.57 1.78 2.11  -0.083
Br -4.72 5.39 4.43  0.654
C -3.17 4.84 3.46  -0.679
C -2.20 5.78 3.16  -0.154
C -1.08 5.38 2.45  -0.070
C -0.95 4.06 2.04  -0.003
C -1.92 3.12 2.36  -0.105
C -3.05 3.52 3.07  -0.072
C -1.78 1.66 1.96  -0.600
O -2.50 0.84 2.52  0.022
O -0.88 1.45 1.09  -0.144
H -2.32 6.81 3.48  0.087
H -0.31 6.10 2.21  0.103
H -0.08 3.75 1.48  0.099
H -3.79 2.77 3.32  0.108

=====

[8]
Density functional theory data (ωB97M-V/def2-TZVPD) for C22H56N2O14 as an isolated structure in a non-equilibrium geometry.

Properties
max |F|: 10.946 eV Å⁻¹
E_LUMO: -0.56 eV

Each line ends with the Löwdin charge.
Atoms and positions in Å:
C 0.15 0.54 -0.79  -0.016
N 0.65 -0.31 0.34  -0.169
O 0.57 0.19 1.44  0.029
O 1.20 -1.41 0.13  -0.208
H -0.39 1.40 -0.40  0.010
H -0.50 -0.05 -1.44  0.117
H 0.98 0.80 -1.45  0.120
C 1.97 -1.71 1.94  -0.004
N 3.27 -1.25 1.34  -0.350
O 3.87 -1.97 0.52  0.016
O 3.68 -0.17 1.73  0.089
H 1.52 -0.78 2.29  0.080
H 2.20 -2.41 2.74  0.116
H 1.33 -2.25 1.24  0.036
C 0.60 -4.15 0.20  -0.078
O 1.23 -4.00 -1.05  -0.239
C 2.35 -3.09 -0.96  -0.161
C 3.06 -2.95 -2.33  -0.178
O 3.34 -4.18 -2.98  -0.163
C 4.37 -4.99 -2.35  -0.073
H 0.24 -3.16 0.47  0.076
H 1.28 -4.54 0.96  0.111
H -0.24 -4.84 0.24  0.114
H 3.12 -3.57 -0.34  0.111
H 2.21 -2.13 -0.46  0.044
H 3.94 -2.34 -2.10  0.128
H 2.47 -2.32 -2.99  0.066
H 4.45 -5.89 -2.96  0.086
H 4.11 -5.31 -1.34  0.078
H 5.30 -4.44 -2.29  0.087
C 1.88 4.95 3.96  -0.105
O 2.04 4.52 2.60  -0.167
C 1.72 5.55 1.69  -0.215
C 1.56 4.98 0.30  -0.127
O 0.38 4.08 0.20  -0.166
C 0.18 3.33 -0.97  -0.145
H 2.27 4.31 4.75  0.084
H 0.85 5.04 4.28  0.080
H 2.38 5.91 4.12  0.081
H 2.44 6.37 1.75  0.125
H 0.78 5.99 2.01  0.122
H 2.43 4.45 -0.08  0.127
H 1.39 5.79 -0.41  0.118
H 0.32 3.94 -1.86  0.102
H -0.82 2.92 -1.11  0.062
H 0.86 2.49 -1.03  0.068
C -5.60 -0.70 1.29  -0.090
O -4.48 -0.30 0.49  -0.186
C -3.49 -1.27 0.30  -0.178
C -2.27 -0.70 -0.43  -0.130
O -1.36 0.14 0.25  -0.353
C -1.73 1.52 0.31  -0.092
H -6.16 -1.49 0.80  0.089
H -6.40 0.04 1.35  0.082
H -5.28 -0.84 2.32  0.088
H -3.81 -2.14 -0.27  0.132
H -3.21 -1.68 1.28  0.119
H -2.53 -0.26 -1.39  0.152
H -1.55 -1.48 -0.67  0.093
H -1.04 2.12 0.92  0.123
H -2.69 1.55 0.82  0.106
H -1.81 2.03 -0.65  0.098
C 1.13 -0.75 -7.22  -0.093
O 1.47 -1.36 -5.94  -0.172
C 0.30 -1.46 -5.08  -0.216
C 0.66 -1.91 -3.72  -0.198
O -0.56 -2.15 -2.90  -0.154
C -0.18 -2.82 -1.66  -0.154
H 0.77 0.28 -7.13  0.078
H 0.38 -1.33 -7.76  0.081
H 2.03 -0.70 -7.83  0.082
H -0.49 -2.08 -5.50  0.129
H -0.22 -0.50 -4.97  0.119
H 1.29 -1.15 -3.26  0.123
H 1.16 -2.84 -3.98  0.129
H 0.48 -2.22 -1.02  0.054
H 0.38 -3.71 -1.96  0.048
H -1.05 -3.19 -1.12  0.103
C -3.55 3.65 2.45  -0.119
O -2.40 3.04 2.96  -0.186
C -2.67 2.11 4.00  -0.213
C -1.41 1.50 4.61  -0.164
O -0.57 0.65 3.79  -0.152
C -1.33 -0.29 2.96  -0.062
H -3.33 4.37 1.66  0.095
H -4.03 4.17 3.28  0.085
H -4.31 2.97 2.06  0.082
H -3.40 1.36 3.69  0.115
H -3.17 2.65 4.80  0.122
H -1.69 0.97 5.52  0.118
H -0.79 2.30 5.03  0.121
H -1.95 -0.98 3.52  0.102
H -0.58 -0.72 2.29  0.066
H -1.94 0.26 2.23  0.060

=====

How do the records compare in energy relative to the best compared isomer or geometry (same formula, charge and spin)? In the order shown, they have 654.28, 107.41, 25.11, 582.99, 117.53, 73.19, 12.47, 1438.42 kJ/mol.
How do the records compare in E_tot? In the order shown, they have -308.64896, -459.08545, -3169.22926, -532.09107, -1084.36000, -733.29750, -15136.07616, -2033.60981 Ha.